1.
# C18H32BGaN3O

C18H32BGaN3O as an isolated structure (ωB97M-V/def2-TZVPD, OMol25).

Positions of all 56 atoms, in Å:
C1 -2.752516 -4.710380 0.417606
C2 -3.128410 -3.299791 -0.162653
C3 -3.101034 -2.256527 0.990417
C4 -1.939992 -1.225647 0.906372
C5 -1.781612 -0.520449 2.306748
Ga1 -0.110203 -1.997562 0.353599
B1 1.296461 -0.409681 0.366473
C6 1.106323 0.949994 1.209388
O1 2.519894 -0.537534 -0.397052
H1 -3.633386 -5.335348 0.582969
H2 -2.162997 -4.593260 1.327193
H3 -2.108133 -5.208221 -0.318739
H4 -2.486855 -3.038882 -1.001290
H5 -4.169762 -3.394493 -0.501977
H6 -3.102920 -2.749876 1.969592
H7 -4.058741 -1.696973 0.957130
H8 -2.237004 -0.459451 0.172749
H9 -2.410194 -1.031006 3.050223
H10 -0.753692 -0.647037 2.661979
H11 -2.052153 0.533141 2.189705
H12 -0.081532 -2.709175 -1.088027
H13 0.396997 -3.048116 1.480213
H14 1.847278 1.714286 0.913343
H15 0.096967 1.369077 1.126577
H16 1.248057 0.733498 2.280299
H17 2.336529 -0.200434 -1.266531
N1 0.932023 -3.893505 -5.114092
C7 1.897671 -4.093218 -4.163230
C8 2.229596 -2.873033 -3.637963
C9 1.432549 -1.901148 -4.293927
C10 0.640008 -2.559859 -5.197967
H18 0.503798 -4.612990 -5.661611
H19 2.260959 -5.082175 -3.942413
H20 2.959032 -2.696903 -2.864945
H21 1.436419 -0.837994 -4.119557
H22 -0.103245 -2.197264 -5.887791
N2 -1.616962 3.708319 4.806198
C11 -1.029558 4.891470 4.447489
C12 0.314585 4.663430 4.298025
C13 0.544273 3.290577 4.572777
C14 -0.667222 2.726579 4.880752
H23 -2.593313 3.579399 4.985178
H24 -1.615086 5.787664 4.329838
H25 1.050276 5.399759 4.019430
H26 1.488708 2.773753 4.544478
H27 -0.934630 1.717366 5.143918
N3 2.110217 2.688543 -2.844231
C15 1.182951 3.089059 -1.922173
C16 1.661108 4.216942 -1.308326
C17 2.923656 4.509852 -1.886384
C18 3.173592 3.549337 -2.832524
H28 2.024238 1.885583 -3.436877
H29 0.269022 2.537142 -1.781204
H30 1.160516 4.768760 -0.530266
H31 3.575891 5.330326 -1.635960
H32 4.011560 3.404075 -3.492949

Cartesian forces (eV/Å) of the 6 atoms listed first:
0.5532 0.5715 -1.1662
-0.7715 -0.9022 1.5730
-0.1745 0.9316 -0.9541
-0.1792 -0.5229 0.7597
0.0020 -0.7019 -0.9627
0.1150 0.1436 0.0198

Results
charge: -1
HOMO energy: -3.430 eV
ΔE to the lowest compared entry with this formula, charge and spin: 10.7 kcal/mol
molecular weight: 387.01 g/mol
HOMO-LUMO gap: 6.235 eV

Partial atomic charges computed with the natural (NBO) method, in multiples of e: -0.613 -0.407 -0.392 -0.609 -0.622 0.413 0.644 -1.057 -0.988 0.182 0.216 0.203 0.229 0.174 0.180 0.162 0.179 0.181 0.204 0.188 -0.311 -0.299 0.205 0.227 0.235 0.477 -0.509 -0.080 -0.273 -0.297 -0.083 0.402 0.204 0.233 0.203 0.200 -0.506 -0.089 -0.306 -0.301 -0.067 0.407 0.201 0.216 0.226 0.218 -0.507 -0.069 -0.297 -0.312 -0.084 0.410 0.221 0.220 0.213 0.204

---

2.
# C18H32BIrN7O2S

C18H32BIrN7O2S as an isolated structure (ωB97M-V/def2-TZVPD, OMol25).

Positions of all 62 atoms, in Å:
Ir1 0.223279 -0.189607 -0.208747
B1 2.724042 -0.014017 2.334200
N1 3.078591 -0.128017 0.809103
C1 4.328431 -0.065653 0.343716
C2 4.307682 -0.167812 -1.042560
C3 2.966386 -0.293118 -1.357997
N2 2.236459 -0.269685 -0.222539
N3 1.172495 -0.100746 2.600255
C4 0.676346 -0.065153 3.839522
C5 -0.710530 -0.053091 3.791919
C6 -1.018976 -0.083094 2.447776
N4 0.132942 -0.112299 1.742461
H1 3.127685 1.041095 2.733324
H2 3.247879 -0.925071 2.915859
H3 5.156472 0.035547 1.026534
H4 5.147605 -0.147195 -1.714732
H5 2.488807 -0.401316 -2.321716
H6 1.347352 -0.034968 4.682790
H7 -1.394829 -0.023155 4.621314
H8 -1.973694 -0.089677 1.949977
C7 0.272070 4.125826 0.175046
C8 0.909327 2.884455 -0.348030
N5 2.166851 2.911972 -0.730039
O1 0.204856 1.833912 -0.427256
H9 0.988085 4.928678 0.329295
H10 -0.230786 3.893772 1.112715
H11 -0.486403 4.458359 -0.535527
H12 2.693365 3.772133 -0.695526
H13 2.633434 2.083906 -1.077053
C9 -8.240121 -0.297555 1.180459
C10 -6.857089 -0.008812 0.682261
C11 -5.971429 -1.042729 0.371365
C12 -4.685151 -0.781704 -0.068886
C13 -4.283357 0.541321 -0.191091
C14 -5.135175 1.596928 0.122494
C15 -6.419851 1.310812 0.544670
S1 -2.697232 0.993115 -0.800964
C16 -2.970344 0.972925 -2.565629
O2 -1.807396 -0.292419 -0.572903
H14 -8.488200 -1.352815 1.095541
H15 -8.980418 0.282604 0.629850
H16 -8.326358 -0.009733 2.229934
H17 -6.303671 -2.068504 0.466017
H18 -4.010699 -1.591469 -0.311945
H19 -4.804679 2.625938 0.040384
H20 -7.094964 2.123682 0.779691
H21 -3.424169 0.024648 -2.848266
H22 -2.014355 1.131636 -3.062755
H23 -3.643360 1.800034 -2.792890
N6 1.314936 -5.369569 0.280861
C17 0.502249 -4.654055 -0.780592
C18 0.781973 -3.154755 -0.896013
N7 0.048187 -2.276063 0.044197
H24 1.214548 -6.385780 0.176533
H25 1.025977 -5.146242 1.236537
H26 2.315657 -5.163341 0.201038
H27 -0.545802 -4.865169 -0.570638
H28 0.761176 -5.135471 -1.721940
H29 0.491970 -2.866044 -1.906053
H30 1.848779 -2.942788 -0.800170
H31 0.299544 -2.451267 1.017137
H32 -0.961697 -2.417440 -0.032619

Cartesian forces (eV/Å) of the 6 atoms listed first:
0.2433 -0.2318 0.0341
0.2373 0.0278 0.1576
-0.0564 0.0402 0.0356
0.0250 -0.0536 -0.0192
0.0028 0.0533 0.0367
-0.0035 -0.0785 -0.0198

Results
charge: +3
HOMO energy: -16.282 eV
ΔE to the lowest compared entry with this formula, charge and spin: 17.7 kcal/mol
molecular weight: 613.60 g/mol
HOMO-LUMO gap: 6.839 eV

Partial atomic charges computed with the natural (NBO) method, in multiples of e: 1.292 0.141 -0.253 0.023 -0.312 -0.100 -0.328 -0.266 0.042 -0.301 -0.046 -0.236 -0.003 -0.015 0.266 0.276 0.233 0.265 0.274 0.242 -0.706 0.743 -0.722 -0.715 0.254 0.266 0.272 0.439 0.422 -0.649 0.068 -0.217 -0.141 -0.344 -0.178 -0.188 1.261 -0.797 -0.995 0.234 0.250 0.250 0.236 0.210 0.235 0.246 0.260 0.247 0.278 -0.673 -0.246 -0.261 -0.740 0.471 0.447 0.454 0.246 0.267 0.252 0.238 0.408 0.424

---

3.
# C18H32BN6OPS4SiV

C18H32BN6OPS4SiV as an isolated structure (ωB97M-V/def2-TZVPD, OMol25).

Positions of all 65 atoms, in Å:
V1 0.894647 -0.254868 -0.528830
S1 1.884796 -2.703747 -0.492565
S2 3.568227 -2.659896 -1.713612
S3 3.218550 -1.134776 -3.047723
S4 2.958928 0.525395 -1.849868
B1 -0.121648 1.952797 -3.173092
N1 -0.431987 0.431571 -3.288551
C1 -0.997203 -0.109699 -4.378169
C2 -1.086556 -1.477245 -4.202084
C3 -0.536753 -1.689978 -2.934383
N2 -0.145669 -0.538218 -2.402841
N3 -0.193353 2.470556 -1.699135
C4 -0.528755 3.729582 -1.378665
C5 -0.430238 3.880499 -0.007257
C6 -0.020877 2.620710 0.439720
N4 0.118613 1.790083 -0.588783
H1 0.957953 2.214369 -3.649220
H2 -1.011411 2.531009 -3.774165
H3 -1.310070 0.524919 -5.190088
H4 -1.487611 -2.207698 -4.884138
H5 -0.371328 -2.599420 -2.380073
H6 -0.826693 4.418522 -2.151104
H7 -0.652537 4.756150 0.579131
H8 0.158458 2.250365 1.435929
C7 1.075649 -2.348752 2.782338
C8 -0.259683 -1.663020 2.686072
C9 -1.069226 -1.598889 3.815211
C10 -2.305631 -0.956072 3.687197
C11 -2.683775 -0.450865 2.477224
C12 -1.828821 -0.576987 1.320281
N5 -0.590646 -1.154555 1.499774
N6 -2.146413 -0.168820 0.114767
Si1 -3.586994 0.547265 -0.394695
C13 -5.153122 -0.422481 0.110108
C14 -3.621261 0.648820 -2.266738
C15 -3.845113 2.320172 0.238848
H9 1.278877 -2.665310 3.808216
H10 1.862237 -1.680040 2.431518
H11 1.109492 -3.214840 2.122115
H12 -0.739010 -2.031434 4.750823
H13 -2.967297 -0.859266 4.544692
H14 -3.639029 0.046191 2.364571
H15 -4.941579 -1.494059 0.129001
H16 -5.962352 -0.248490 -0.606233
H17 -5.518815 -0.138399 1.100412
H18 -3.404745 -0.323940 -2.713614
H19 -2.867673 1.347894 -2.634252
H20 -4.602271 0.985601 -2.619039
H21 -3.911108 2.350509 1.329350
H22 -4.758063 2.766625 -0.169598
H23 -2.995931 2.939492 -0.061105
C16 4.032887 2.126003 1.068777
P1 3.328277 0.584633 1.685318
C17 3.456041 0.710053 3.491325
C18 4.449325 -0.731019 1.216734
O1 1.895886 0.384938 1.322551
H24 5.012673 2.309284 1.514523
H25 3.353098 2.943754 1.313619
H26 4.121984 2.043514 -0.015461
H27 4.487442 0.863601 3.811690
H28 3.069521 -0.211909 3.927465
H29 2.837170 1.539771 3.833664
H30 5.432736 -0.566145 1.663556
H31 4.515307 -0.755919 0.128195
H32 4.030992 -1.688134 1.535519

Cartesian forces (eV/Å) of the 6 atoms listed first:
0.0013 -0.1463 0.3110
0.0235 0.0836 -0.0950
-0.0230 -0.0452 0.0725
-0.0129 0.0605 -0.0128
0.0005 -0.0170 -0.0077
0.1153 -0.0017 -0.0344

Results
charge: -2
HOMO energy (alpha / beta): -0.680 / -0.962 eV
expectation value of S²: 3.76
ΔE to the lowest compared entry with this formula, charge and spin: 0.0 kcal/mol
2S+1: 4
molecular weight: 597.58 g/mol
HOMO-LUMO gap (alpha / beta): 5.158 / 5.439 eV

Partial atomic charges computed with the natural (NBO) method, in multiples of e: 0.960 -0.596 -0.126 -0.055 -0.591 0.200 -0.293 -0.028 -0.373 -0.028 -0.346 -0.276 -0.031 -0.377 -0.057 -0.332 -0.043 -0.079 0.202 0.202 0.232 0.204 0.204 0.220 -0.637 0.266 -0.403 -0.171 -0.352 0.433 -0.549 -1.069 1.812 -1.124 -1.130 -1.133 0.179 0.224 0.241 0.185 0.180 0.193 0.229 0.207 0.210 0.242 0.246 0.201 0.215 0.204 0.243 -1.026 1.998 -1.005 -1.044 -1.116 0.218 0.245 0.292 0.217 0.251 0.239 0.215 0.308 0.272